[1]
C29H31CeClF6N9O8S3 as an isolated structure in a non-equilibrium geometry, computed with ωB97M-V/def2-TZVPD.

Summary:
HOMO-LUMO gap   6.103 eV
E_HOMO   -11.00 eV
ΔE to the lowest compared entry with this formula, charge and spin   0.00 kJ/mol
Charge   +1
F_max   2.501 eV Å⁻¹
Calculated total energy   -134624.5086 eV
M   1019.380 g/mol

CARTESIAN COORDINATES (ANGSTROEM)
Ce 11.36 12.36 13.25
C 9.00 6.11 15.65
C 10.11 7.13 15.47
N 9.76 8.07 14.36
C 10.62 9.05 13.94
S 10.11 10.07 12.61
N 11.71 9.19 14.69
N 12.46 10.22 14.30
C 13.66 10.22 14.76
C 14.19 9.19 15.66
C 14.49 11.31 14.20
C 15.88 11.28 14.21
C 16.59 12.36 13.64
C 15.88 13.43 13.14
C 14.52 13.38 13.10
N 13.82 12.30 13.54
H 9.02 5.63 16.65
H 9.04 5.29 14.96
H 8.04 6.67 15.49
H 11.12 6.74 15.29
H 10.19 7.77 16.35
H 9.22 7.63 13.64
H 14.93 9.58 16.30
H 14.64 8.40 15.04
H 13.43 8.70 16.25
H 16.39 10.40 14.63
H 17.67 12.31 13.58
H 16.46 14.29 12.82
H 13.97 14.22 12.62
O 11.88 14.08 7.27
C 11.68 12.77 7.30
O 11.35 12.07 6.38
C 11.96 12.10 8.63
C 12.14 10.72 8.84
Cl 12.32 9.52 7.72
N 12.41 10.50 10.13
N 12.20 11.62 10.86
C 11.97 12.61 9.98
C 11.73 13.94 10.55
O 11.50 14.93 9.90
O 11.73 13.93 11.84
C 12.72 9.22 10.75
C 13.90 9.13 11.48
C 14.14 7.98 12.20
C 13.17 6.94 12.21
C 12.04 6.99 11.40
C 11.82 8.15 10.68
H 11.87 14.51 8.17
H 14.69 9.94 11.48
H 14.99 7.90 12.84
H 13.38 6.12 12.86
H 11.39 6.11 11.32
H 10.94 8.11 10.10
F 9.12 12.00 17.78
C 10.38 11.83 18.12
F 10.54 10.51 18.43
F 10.64 12.51 19.28
S 11.65 12.38 16.81
O 10.95 12.04 15.54
O 12.91 11.79 17.03
N 11.61 13.92 16.86
S 12.41 14.66 15.78
O 11.89 14.33 14.44
O 13.82 14.71 15.92
C 11.68 16.34 16.16
F 12.46 16.95 17.05
F 11.62 17.01 15.08
F 10.41 16.16 16.60
C 8.27 12.87 12.13
C 6.87 13.56 12.00
N 6.74 14.60 13.01
C 6.87 14.05 14.38
C 8.18 13.24 14.49
N 9.03 13.46 13.26
C 9.10 14.97 13.02
C 7.75 15.62 12.73
H 8.84 13.13 11.20
H 8.25 11.75 12.28
H 6.03 12.85 12.07
H 6.81 13.98 11.04
H 5.92 13.48 14.60
H 6.84 14.93 15.03
H 8.10 12.15 14.62
H 8.74 13.64 15.36
H 9.77 15.14 12.17
H 9.52 15.42 13.93
H 7.68 15.90 11.64
H 7.52 16.46 13.36

Atomic charges from the Löwdin analysis, expressed in e, are listed below: Ce 1.035; C -0.085; C -0.233; N -0.004; C -0.681; S 0.780; N 0.041; N -0.067; C -0.286; C -0.002; C -0.194; C 0.030; C -0.005; C -0.035; C -0.086; N 0.026; H 0.087; H 0.060; H 0.095; H 0.111; H 0.108; H 0.106; H 0.080; H 0.090; H 0.088; H 0.132; H 0.124; H 0.128; H 0.139; O 0.138; C -0.484; O 0.109; C 0.002; C -0.614; Cl 0.913; N -0.056; N 0.060; C -0.095; C -0.530; O 0.146; O -0.186; C -0.224; C -0.017; C -0.066; C -0.050; C -0.061; C -0.075; H 0.099; H 0.145; H 0.096; H 0.099; H 0.126; H 0.104; F 0.175; C -0.574; F 0.127; F 0.130; S 0.686; O -0.427; O -0.188; N -0.266; S 0.656; O -0.384; O -0.199; C -0.684; F 0.176; F 0.208; F 0.133; C -0.156; C -0.132; N -0.171; C -0.119; C -0.114; N -0.227; C -0.111; C -0.133; H 0.138; H 0.064; H 0.131; H 0.099; H 0.139; H 0.126; H 0.131; H 0.115; H 0.112; H 0.114; H 0.144; H 0.121

[2]
A 2-piece molecular cluster, C29H31N2O overall in a non-equilibrium geometry, computed with ωB97M-V/def2-TZVPD.

Summary:
HOMO-LUMO gap   4.837 eV
E_HOMO   -9.57 eV
ΔE to the lowest compared entry with this formula, charge and spin   16.23 kJ/mol
Charge   +1
F_max   2.004 eV Å⁻¹
Calculated total energy   -35596.4699 eV
M   423.580 g/mol

CARTESIAN COORDINATES (ANGSTROEM)
C 3.91 3.07 2.00
C 3.51 2.47 3.20
C 2.16 2.21 3.44
C 1.18 2.50 2.46
C -0.20 2.10 2.65
C -1.11 1.99 1.62
N -2.31 1.35 1.68
C -2.97 1.16 0.37
C -4.40 0.67 0.53
O -4.48 -0.41 1.46
C -4.03 -0.04 2.77
C -2.57 0.42 2.77
C 1.60 3.12 1.26
C 2.95 3.38 1.03
H 4.97 3.29 1.82
H 4.25 2.23 3.96
H 1.84 1.76 4.38
H -0.48 1.75 3.65
H -0.92 2.45 0.65
H -2.95 2.12 -0.15
H -2.41 0.42 -0.23
H -5.03 1.53 0.84
H -4.75 0.24 -0.42
H -4.67 0.77 3.19
H -4.14 -0.96 3.35
H -1.93 -0.48 2.70
H -2.36 0.92 3.73
H 0.86 3.38 0.51
H 3.25 3.84 0.09
C -5.65 5.72 3.37
N -4.29 5.84 3.86
C -3.36 4.86 3.78
C -2.18 5.26 4.47
C -1.06 4.46 4.69
C 0.19 4.91 5.23
C 0.79 6.13 4.81
C 1.92 6.62 5.45
C 2.49 5.94 6.53
C 3.64 6.56 7.27
C 1.96 4.70 6.91
C 0.88 4.16 6.23
C -2.47 6.61 4.99
C -1.81 7.47 5.86
C -2.41 8.69 6.20
C -3.70 9.01 5.75
C -4.41 8.12 4.93
C -3.78 6.94 4.57
H -6.18 6.67 3.54
H -5.65 5.49 2.30
H -6.19 4.91 3.89
H -3.56 3.93 3.26
H -1.20 3.39 4.54
H 0.33 6.68 3.99
H 2.36 7.57 5.13
H 4.02 5.88 8.04
H 4.46 6.79 6.58
H 3.35 7.50 7.75
H 2.41 4.16 7.74
H 0.49 3.17 6.49
H -0.85 7.18 6.27
H -1.88 9.38 6.85
H -4.15 9.96 6.04
H -5.41 8.34 4.56

Atomic charges from the natural (NBO) analysis, expressed in e, are listed below: C -0.230; C -0.190; C -0.256; C 0.039; C -0.386; C 0.072; N -0.433; C -0.235; C -0.077; O -0.512; C -0.074; C -0.243; C -0.244; C -0.195; H 0.221; H 0.217; H 0.203; H 0.188; H 0.200; H 0.207; H 0.193; H 0.157; H 0.215; H 0.154; H 0.214; H 0.202; H 0.197; H 0.199; H 0.219; C -0.417; N -0.278; C 0.166; C -0.204; C 0.085; C -0.096; C -0.144; C -0.231; C 0.070; C -0.646; C -0.222; C -0.142; C -0.001; C -0.201; C -0.195; C -0.184; C -0.216; C 0.111; H 0.234; H 0.231; H 0.232; H 0.241; H 0.230; H 0.229; H 0.231; H 0.228; H 0.240; H 0.239; H 0.231; H 0.223; H 0.235; H 0.233; H 0.236; H 0.227